# 1
Entry from OMol25: a molecular structure, C8H23InNO5 in a non-equilibrium geometry (ωB97M-V/def2-TZVPD).

Geometry (Å):
In1 1.07 -1.36 -1.78
C1 -1.10 -2.94 0.94
C2 -0.67 -1.53 1.50
C3 -0.58 -1.70 3.06
O1 -0.31 -0.51 3.72
C4 0.03 -0.62 5.11
N1 0.67 -1.23 1.03
H1 -1.21 -2.97 -0.15
H2 -2.12 -2.94 1.35
H3 -0.44 -3.73 1.27
H4 -1.38 -0.77 1.17
H5 0.32 -2.31 3.28
H6 -1.46 -2.26 3.42
H7 0.20 0.44 5.33
H8 1.00 -1.13 5.22
H9 -0.72 -0.99 5.81
H10 0.91 -0.25 1.22
H11 1.31 -1.76 1.64
C5 1.45 1.84 -3.82
C6 0.26 1.19 -4.51
O2 -0.35 0.22 -3.65
O3 2.19 0.74 -3.27
H12 0.96 2.32 -2.96
H13 2.05 2.57 -4.36
H14 0.54 0.66 -5.43
H15 -0.48 1.89 -4.91
H16 -1.17 -0.08 -4.07
H17 3.12 1.00 -3.36
C7 -1.17 1.69 -0.55
C8 0.09 1.96 0.24
O4 1.24 1.33 -0.31
O5 -1.21 0.29 -0.96
H18 -1.07 2.20 -1.51
H19 -2.06 2.06 -0.04
H20 -0.04 1.82 1.33
H21 0.11 3.06 0.29
H22 2.01 1.66 0.16
H23 -2.02 0.17 -1.48

The max |F| is 3.1 eV/A. As for the HOMO-LUMO gap: 3.298 eV. The value obtained for the energy above the lowest of the compared OMol25 structures with the same formula, charge and spin is 422.0 kJ/mol. For the LUMO energy, the calculation gives -0.606 hartree. The total energy comes out at -25534.255 eV. Its net charge is +3. The HOMO energy comes out at -0.72730 hartree.

Atomic partial charges in e from the Löwdin method, atoms 1 to 4: In 1.4849; C 0.0191; C -0.3251; C -0.1065

=====

# 2
Entry from OMol25: 3 unconnected molecules or ions with the total composition C7H18O in a non-equilibrium geometry (ωB97M-V/def2-TZVPD).

Geometry (Å):
C1 -1.19 1.54 0.13
C2 -2.39 2.38 0.43
C3 -0.10 1.73 2.16
O1 -0.20 1.98 -0.57
H1 0.14 1.87 0.92
H2 -1.45 0.48 0.02
H3 -2.98 2.47 -0.49
H4 -2.09 3.38 0.75
H5 -3.04 1.89 1.16
H6 -0.72 0.98 2.64
H7 -0.32 2.72 2.55
H8 0.95 1.50 2.37
C4 0.92 -2.05 -0.91
C5 0.48 -1.69 0.51
C6 0.02 -1.38 -1.94
C7 2.38 -1.65 -1.13
H9 0.84 -3.14 -1.03
H10 1.10 -2.20 1.25
H11 -1.02 -1.68 -1.80
H12 2.71 -1.92 -2.14
H13 0.57 -0.61 0.66
H14 -0.55 -1.98 0.69
H15 0.07 -0.29 -1.84
H16 0.31 -1.65 -2.96
H17 3.04 -2.14 -0.41
H18 2.50 -0.57 -1.02

The max |F| is 5.3 eV/A. As for the HOMO-LUMO gap: 10.261 eV. The value obtained for the energy above the lowest of the compared OMol25 structures with the same formula, charge and spin is 277.8 kJ/mol. For the LUMO energy, the calculation gives 0.022 hartree. The total energy comes out at -9595.459 eV. Its SMILES is CC(C)C.CC=O.C. The HOMO energy comes out at -0.35467 hartree.

Atomic partial charges in e from the Löwdin method, atoms 1 to 4: C -0.3643; C -0.0467; C -0.0682; O -0.1139

=====

# 3
Entry from OMol25: 2 unconnected molecules or ions with the total composition C4H9O3 in a non-equilibrium geometry (ωB97M-V/def2-TZVPD).

Geometry (Å):
C1 1.79 0.21 -0.43
C2 1.93 -0.93 -1.40
C3 0.80 -0.03 0.78
O1 0.49 -1.20 1.05
O2 0.42 1.03 1.33
H1 2.75 0.43 0.07
H2 1.52 1.22 -0.73
H3 2.44 -0.67 -2.34
H4 0.97 -1.31 -1.77
H5 2.53 -1.76 -1.04
C4 -2.14 0.47 0.25
O3 -2.90 0.39 -1.01
H6 -2.23 0.32 -1.69
H7 -1.85 -0.53 0.56
H8 -1.21 0.89 -0.02
H9 -2.70 1.06 0.96

The max |F| is 2.0 eV/A. As for the HOMO-LUMO gap: 8.050 eV. The value obtained for the energy above the lowest of the compared OMol25 structures with the same formula, charge and spin is 121.1 kJ/mol. For the LUMO energy, the calculation gives 0.142 hartree. The total energy comes out at -10437.211 eV. Its net charge is -1. The HOMO energy comes out at -0.15391 hartree.

Atomic partial charges in e from the Löwdin method, atoms 1 to 4: C -0.2068; C -0.1488; C -0.7750; O -0.0715

=====

# 4
Entry from OMol25: a molecular structure, C29H33BaCl2N4O4S (ωB97M-V/def2-TZVPD).

Geometry (Å):
Ba1 0.01 0.01 -0.40
O1 4.32 6.50 -2.53
C1 3.01 6.80 -2.41
O2 2.64 7.92 -2.54
C2 2.06 5.67 -2.11
C3 0.70 5.96 -2.24
C4 -0.26 5.00 -1.97
C5 0.13 3.73 -1.55
C6 1.48 3.45 -1.38
C7 2.44 4.41 -1.67
N1 -0.79 2.71 -1.19
C8 -1.92 2.66 -1.78
C9 -2.98 1.71 -1.39
C10 -4.22 1.83 -2.01
C11 -5.24 0.96 -1.63
C12 -4.98 0.01 -0.66
C13 -3.71 -0.04 -0.11
N2 -2.73 0.79 -0.46
H1 4.47 5.55 -2.51
H2 0.42 6.95 -2.56
H3 -1.30 5.26 -2.05
H4 1.79 2.49 -1.00
H5 3.48 4.15 -1.51
H6 -2.18 3.33 -2.60
H7 -4.38 2.58 -2.77
H8 -6.22 1.03 -2.09
H9 -5.74 -0.68 -0.33
H10 -3.47 -0.78 0.65
Cl1 0.50 -3.21 -7.65
C14 0.23 -2.32 -6.18
C15 -0.73 -1.30 -6.17
C16 -0.95 -0.59 -5.02
Cl2 -2.15 0.67 -5.02
C17 -0.25 -0.84 -3.81
O3 -0.51 -0.17 -2.75
C18 0.72 -1.88 -3.87
C19 1.52 -2.24 -2.73
O4 1.50 -1.73 -1.61
C20 0.94 -2.61 -5.05
H11 -1.28 -1.07 -7.07
H12 2.23 -3.06 -2.91
H13 1.69 -3.39 -5.07
C21 -4.22 3.01 3.94
C22 -4.76 4.05 2.96
C23 -4.14 4.00 1.56
C24 -2.64 4.29 1.50
N3 -1.89 3.10 1.88
C25 -0.60 2.89 2.12
S1 -0.08 1.31 2.59
N4 0.32 3.86 2.06
C26 0.17 5.31 1.93
C27 -0.24 6.02 3.22
C28 0.85 6.13 4.29
C29 1.17 4.83 5.03
H14 -4.76 3.06 4.89
H15 -3.16 3.16 4.17
H16 -4.34 1.99 3.55
H17 -4.61 5.05 3.37
H18 -5.84 3.92 2.86
H19 -4.65 4.73 0.93
H20 -4.33 3.02 1.10
H21 -2.41 5.12 2.18
H22 -2.37 4.60 0.49
H23 -2.42 2.25 1.93
H24 1.22 3.53 2.36
H25 -0.53 5.52 1.13
H26 1.14 5.68 1.59
H27 -1.12 5.52 3.65
H28 -0.56 7.02 2.94
H29 0.52 6.86 5.03
H30 1.76 6.54 3.84
H31 0.27 4.37 5.43
H32 1.84 5.02 5.87
H33 1.67 4.09 4.40

The max |F| is 0.5 eV/A. As for the HOMO-LUMO gap: 6.603 eV. The value obtained for the energy above the lowest of the compared OMol25 structures with the same formula, charge and spin is 0.0 kJ/mol. For the LUMO energy, the calculation gives -0.137 hartree. The total energy comes out at -81331.835 eV. Its net charge is +1. The HOMO energy comes out at -0.37944 hartree.

Atomic partial charges in e from the Löwdin method, atoms 1 to 4: Ba 1.8428; O 0.1365; C -0.4756; O 0.1402